No. 1
This record from OMol25 describes 8 unconnected molecules or ions with the total composition C58H56BrN4O14 at a distorted geometry. The level of theory is the ωB97M-V functional and the def2-TZVPD basis.

Properties
- charge = +1
- ΔE to the lowest compared entry with this formula, charge and spin (kcal per mole) = 7.1
- E (eV) = -165706.343

The geometry in XYZ format:
```
133
Properties=species:S:1:pos:R:3:forces:R:3:mulliken_charge:R:1
C 3.5901 1.7756 1.4672 0.4 0.0 -0.3 -1.428
C 3.9863 1.1187 0.1254 -1.8 -0.1 0.2 0.322
C 2.6885 0.4303 -0.4043 0.9 -0.3 -0.5 0.131
C 2.6917 0.3505 -1.9354 -0.3 0.7 0.2 -0.779
N 1.4224 -0.1715 -2.5342 0.3 0.1 0.0 -0.950
N 0.3958 -0.3554 -1.6238 -0.3 -0.1 0.0 0.519
C -0.0090 -1.4734 -1.0913 0.3 0.0 0.5 -0.395
N 0.6340 -2.6939 -1.4083 0.5 0.8 -0.2 -0.494
N -1.0840 -1.4331 -0.2255 0.3 -1.2 -2.1 0.946
C -2.3011 -1.1464 -1.0649 -1.3 0.4 0.6 -1.125
C -3.3417 -0.2147 -0.4572 0.3 -0.2 0.2 1.222
C -4.6509 -0.4798 -0.7935 -0.2 -1.1 -0.8 -1.828
C -5.7031 0.2851 -0.3757 -1.3 0.2 -0.1 -0.493
C -5.4613 1.3864 0.4075 -0.4 0.1 0.2 -1.052
C -4.1665 1.6534 0.7667 0.0 1.0 0.7 -0.723
C -3.1012 0.8899 0.3532 1.4 0.1 -0.3 1.361
C -1.7078 1.3088 0.7944 -0.6 -0.7 0.7 -1.246
C -1.2196 -2.7024 0.5417 -0.4 0.4 1.3 -1.104
C -0.1241 -2.7674 1.6349 0.3 -0.8 -0.3 0.120
C 0.8570 -3.9393 1.4966 0.3 0.4 0.9 -1.468
Br -0.9130 -2.9736 3.4286 -0.1 0.3 -0.3 -0.106
H 2.6658 2.3540 1.3551 0.2 0.0 -0.1 0.402
H 4.3591 2.4724 1.8078 0.0 -0.3 0.2 0.368
H 3.3649 1.0113 2.2173 0.3 0.1 0.1 0.371
H 4.2430 1.8904 -0.6034 0.4 -0.1 0.2 -0.198
H 4.7561 0.3529 0.2293 0.3 0.4 0.0 0.287
H 2.6300 -0.5970 -0.0158 -0.2 0.3 0.3 0.154
H 1.8591 1.0442 -0.0445 -0.2 -0.3 -0.1 -0.131
H 3.5212 -0.2533 -2.3117 -0.1 0.0 0.1 0.332
H 2.8105 1.3727 -2.3094 0.1 -0.2 -0.1 0.364
H 1.5619 -0.9796 -3.1221 -0.2 -0.1 0.1 0.345
H -0.1196 0.4843 -1.3734 0.2 0.0 0.0 0.428
H 1.6415 -2.5607 -1.2829 -0.1 -0.2 0.1 0.304
H 0.5404 -2.8218 -2.4191 -0.2 -0.3 0.1 0.317
H -2.0656 -0.7636 -2.0627 0.5 -0.1 0.2 0.611
H -2.7956 -2.1131 -1.2215 0.1 0.1 -0.1 0.445
H -4.8716 -1.3297 -1.4404 0.1 0.0 0.2 0.327
H -6.7328 0.0570 -0.6575 0.4 -0.1 0.0 0.719
H -6.2700 2.0304 0.7311 0.0 -0.1 0.0 0.452
H -3.9700 2.5204 1.3933 0.1 -0.1 -0.1 0.416
H -1.7574 2.2691 1.3084 0.2 0.1 -0.4 0.580
H -0.9642 1.3027 -0.0045 -0.1 0.4 0.1 -0.097
H -1.3766 0.5932 1.5553 0.2 0.1 -0.1 0.156
H -2.1755 -2.6638 1.0699 0.0 0.3 -0.3 0.727
H -1.2554 -3.5965 -0.0838 0.3 0.2 -0.1 0.433
H 0.4238 -1.8231 1.6621 -0.2 0.0 0.1 0.317
H 1.4952 -3.9148 2.3867 0.0 -0.1 -0.2 0.460
H 1.5336 -3.8383 0.6485 -0.3 -0.2 -0.2 0.284
H 0.3398 -4.9001 1.5297 0.0 0.1 -0.4 0.368
C -7.0555 0.3101 -4.9578 0.0 0.0 0.1 -0.411
C -7.3211 -0.0441 -3.7040 0.1 0.0 -0.1 -0.065
C -8.5238 0.4534 -3.0010 -0.1 0.1 0.1 0.475
O -8.7600 0.1271 -1.8532 0.0 0.1 -0.1 -0.607
C -9.4278 1.3612 -3.7455 0.0 0.0 0.0 -0.379
C -9.1663 1.7185 -5.0006 0.0 0.0 0.1 -0.400
C -7.9585 1.2205 -5.7072 0.0 0.0 -0.1 0.311
O -7.7183 1.5421 -6.8489 0.0 0.0 0.0 -0.529
H -6.1804 -0.0431 -5.4883 0.0 0.0 0.0 0.421
H -6.6786 -0.7081 -3.1403 0.0 0.0 0.0 0.347
H -10.3025 1.7126 -3.2128 0.0 0.0 0.0 0.446
H -9.8128 2.3811 -5.5615 0.0 0.0 0.0 0.428
C -2.8435 0.5312 5.0462 -0.1 -0.1 0.0 -0.159
C -3.7819 0.9031 5.9126 0.0 0.0 -0.1 -0.425
C -3.7587 2.2502 6.5375 -0.1 0.0 0.1 0.281
O -4.6090 2.5922 7.3273 0.0 0.0 0.0 -0.529
C -2.6509 3.1632 6.1530 0.1 0.0 -0.1 -0.411
C -1.7153 2.7868 5.2849 0.0 0.0 0.0 -0.383
C -1.7408 1.4405 4.6663 0.1 0.0 0.0 0.493
O -0.8892 1.0921 3.8706 0.0 0.1 0.0 -0.523
H -2.8392 -0.4437 4.5739 0.0 0.0 0.0 0.372
H -4.5976 0.2521 6.2004 0.0 0.0 0.0 0.438
H -2.6515 4.1412 6.6171 0.0 0.0 0.0 0.416
H -0.9000 3.4367 4.9929 0.0 0.0 0.0 0.433
C 7.7302 1.2697 2.3288 0.0 0.1 0.0 -0.329
C 7.8101 2.1693 3.3055 0.0 0.0 -0.1 -0.336
C 7.7855 1.7596 4.7323 0.0 0.0 0.1 0.351
O 7.8556 2.5772 5.6227 0.0 0.0 0.0 -0.534
C 7.6693 0.3083 5.0251 0.0 -0.1 0.0 -0.354
C 7.5885 -0.5900 4.0468 0.0 0.0 0.1 -0.405
C 7.6134 -0.1792 2.6217 0.0 0.0 0.0 0.436
O 7.5400 -0.9975 1.7277 -0.1 0.0 0.0 -0.578
H 7.7451 1.5516 1.2829 0.0 0.0 0.0 0.461
H 7.8953 3.2308 3.1104 0.0 0.0 0.0 0.438
H 7.6537 0.0293 6.0710 0.0 0.0 0.0 0.417
H 7.5024 -1.6517 4.2403 0.0 0.0 0.0 0.430
C -12.7345 -4.5880 -2.2240 0.1 -0.1 0.0 -0.396
C -11.4494 -4.8826 -2.0443 -0.1 0.0 0.0 -0.392
C -10.4062 -3.8290 -2.0844 0.0 0.0 0.0 0.281
O -9.2330 -4.0958 -1.9235 0.0 0.0 0.0 -0.555
C -10.8493 -2.4350 -2.3305 -0.1 0.0 -0.1 0.011
C -12.1339 -2.1398 -2.5104 0.1 0.0 0.0 -0.283
C -13.1790 -3.1929 -2.4706 -0.1 0.0 0.0 0.242
O -14.3490 -2.9245 -2.6325 0.0 0.0 0.0 -0.530
H -13.5109 -5.3419 -2.1993 0.0 0.0 0.0 0.412
H -11.1063 -5.8932 -1.8628 0.0 0.0 0.0 0.413
H -10.0738 -1.6821 -2.3542 0.0 -0.1 0.1 0.348
H -12.4769 -1.1289 -2.6917 0.0 0.0 0.0 0.446
C 4.3701 5.4559 -0.8866 -0.1 0.0 0.1 -0.343
C 3.7172 6.2611 -1.7202 0.0 0.0 0.1 -0.409
C 4.0224 6.2737 -3.1750 0.0 0.0 -0.1 0.343
O 3.4275 7.0081 -3.9324 0.0 0.0 0.0 -0.544
C 5.0807 5.3541 -3.6608 0.0 0.0 0.0 -0.427
C 5.7334 4.5489 -2.8262 -0.3 0.0 0.3 -0.356
C 5.4273 4.5378 -1.3770 0.0 0.1 0.0 0.357
O 6.0207 3.7997 -0.6132 0.0 0.0 0.0 -0.575
H 4.1646 5.4315 0.1768 0.0 0.0 0.0 0.469
H 2.9422 6.9387 -1.3846 0.0 0.0 0.0 0.439
H 5.2898 5.3762 -4.7220 0.0 0.0 0.0 0.477
H 6.5036 3.8755 -3.1598 0.0 0.0 0.0 0.594
C 9.7026 4.2288 -3.4370 0.0 0.0 0.0 -0.236
C 11.0283 4.2952 -3.3539 -0.1 0.0 0.0 -0.488
C 11.8460 4.8054 -4.4843 0.1 0.0 0.0 0.269
O 13.0522 4.8641 -4.4100 0.0 0.0 0.0 -0.523
C 11.1255 5.2392 -5.7080 -0.1 0.0 0.0 -0.400
C 9.7992 5.1721 -5.7890 0.0 0.0 0.0 -0.427
C 8.9858 4.6626 -4.6606 0.0 0.0 -0.1 0.555
O 7.7728 4.6031 -4.7337 0.4 0.0 -0.3 -0.478
H 9.0899 3.8593 -2.6235 0.0 0.0 0.0 0.483
H 11.5703 3.9845 -2.4699 0.0 0.0 0.0 0.415
H 11.7379 5.6086 -6.5205 0.0 0.0 0.0 0.405
H 9.2561 5.4829 -6.6723 0.0 0.0 0.0 0.411
C 0.1822 -9.2041 4.3522 0.1 -0.1 0.0 -0.366
C 1.4546 -9.5205 4.5799 -0.1 0.0 0.0 -0.380
C 2.5128 -8.4804 4.6146 0.1 -0.1 0.0 0.358
O 3.6720 -8.7655 4.8190 0.0 0.0 0.0 -0.533
C 2.0961 -7.0732 4.3873 -0.1 0.1 0.0 -0.377
C 0.8240 -6.7579 4.1601 0.1 0.0 0.0 -0.092
C -0.2333 -7.7984 4.1250 -0.1 0.0 0.0 0.215
O -1.3921 -7.5072 3.9176 0.0 0.0 0.0 -0.549
H -0.6036 -9.9481 4.3220 0.0 0.0 0.0 0.424
H 1.7772 -10.5400 4.7485 0.0 0.0 0.0 0.418
H 2.8822 -6.3290 4.4177 0.0 0.0 0.0 0.416
H 0.4990 -5.7388 3.9915 -0.1 0.0 0.0 0.447
```
Positions in Å, forces in eV/Å.

---

No. 2
This record from OMol25 describes a single C4H13N5 molecule at a distorted geometry. The level of theory is the ωB97M-V functional and the def2-TZVPD basis.

Properties
- ΔE to the lowest compared entry with this formula, charge and spin (kcal per mole) = 90.5
- SMILES = CCN(N)/C(=N\N)NC
- E (eV) = -11805.003

The geometry in XYZ format:
```
22
Properties=species:S:1:pos:R:3:forces:R:3:nbo_charge:R:1
C 0.7205 1.5173 -1.2980 -0.4 -1.2 -2.3 -0.633
C -0.1677 1.6762 -0.1583 0.3 0.3 3.0 -0.216
N 0.1461 0.5630 0.7882 2.7 0.3 -2.5 -0.345
N -0.7036 0.6033 1.8015 -4.3 -0.9 4.1 -0.688
C 0.1348 -0.7040 0.1145 -0.8 1.8 0.8 0.479
N 1.1603 -1.3101 -0.1775 1.7 -1.6 -1.9 -0.330
N 2.4259 -0.7293 -0.0429 -0.9 -0.1 1.1 -0.644
N -1.0838 -1.2966 -0.1015 -3.1 -2.3 -2.9 -0.672
C -2.2981 -0.5798 -0.8300 0.1 0.8 2.6 -0.440
H 0.3268 0.4980 -1.7546 1.1 2.3 0.0 0.202
H 0.6090 2.3829 -1.9669 0.1 -0.6 -0.2 0.220
H 1.7624 1.3585 -1.0434 0.0 0.2 0.0 0.233
H -1.2104 1.6383 -0.4679 0.1 0.4 0.1 0.169
H -0.0163 2.5105 0.5628 -0.1 0.1 -1.2 0.209
H -0.4833 0.4640 2.8473 0.8 0.1 -2.6 0.367
H -1.3925 -0.1040 1.5241 -0.6 0.5 1.4 0.349
H 2.8678 -1.5474 0.3298 1.4 0.1 0.3 0.359
H 2.3449 -0.0080 0.6949 0.3 -0.3 -0.2 0.344
H -0.9503 -2.1937 -0.7422 0.0 2.4 2.3 0.403
H -2.0851 -0.6157 -1.9094 -0.5 0.4 0.4 0.201
H -2.5211 0.5545 -0.4008 0.7 -3.3 -1.3 0.214
H -3.2034 -1.2070 -0.5186 1.3 0.9 -0.8 0.217
```
Positions in Å, forces in eV/Å.

---

No. 3
This record from OMol25 describes a molecular structure, C4H9NO3 at a distorted geometry. The level of theory is the ωB97M-V functional and the def2-TZVPD basis.

Properties
- ΔE to the lowest compared entry with this formula, charge and spin (kcal per mole) = 223.5
- E (eV) = -11917.848

The geometry in XYZ format:
```
17
Properties=species:S:1:pos:R:3:forces:R:3:nbo_charge:R:1
C 1.2979 0.0953 0.6611 1.0 0.9 2.3 -0.273
C 0.0868 -0.1618 -0.1285 -0.2 -2.1 1.6 0.120
C -1.2316 -0.0114 0.5746 -1.8 1.1 1.9 0.060
C -0.8720 0.9218 -0.5090 3.1 -2.0 -1.1 0.010
H 3.3521 0.3474 0.7493 -2.3 -2.9 -3.9 0.366
H 2.1304 0.0121 -1.2712 2.5 -1.1 4.4 0.340
H 1.2118 -0.5045 1.7119 0.3 1.6 -2.2 0.186
H 1.3945 1.2483 0.7827 -0.1 -2.4 0.5 0.238
H 0.9607 -1.9032 -0.8242 -0.7 1.6 0.6 0.526
H -1.2626 0.2013 1.7061 0.2 0.5 -1.8 0.178
H -1.3910 -1.8458 0.3808 -3.9 3.0 -1.5 0.479
H -1.1281 1.0243 -1.5392 -1.5 -0.7 -0.5 0.209
H -0.9812 2.6003 -0.3165 3.8 -0.2 1.2 0.476
N 2.4978 -0.4734 -0.0595 0.4 4.7 -0.4 -0.822
O 0.1155 -1.4258 -0.6152 -0.1 -3.4 -2.1 -0.730
O -2.1886 -0.9319 0.2038 3.9 -4.5 1.3 -0.678
O -0.1091 1.9914 -0.1576 -4.8 6.2 -0.3 -0.684
```
Positions in Å, forces in eV/Å.

---

| no. | gap between HOMO and LUMO (eV) |
| --- | --- |
| 1 | 8.080 |
| 2 | 9.161 |
| 3 | 9.146 |